This record from the Open Molecules 2025 dataset describes a single C20H24N2 molecule. The level of theory is wB97M-V/def2-TZVPD.

Last column: Mulliken charge in e.
Geometry (Å):
C: -2.9011 1.1102 1.8080  -1.4430
C: -2.1027 0.3997 0.7477  -0.1671
N: -2.6841 -0.3260 -0.3303  -0.0933
C: -1.6369 -0.8676 -1.0769  -0.0459
C: -0.4401 -0.3883 -0.6002  -0.0876
C: 0.7024 -0.7163 -1.2948  -0.7572
C: 0.6957 -1.4861 -2.3830  -1.3314
C: -0.4965 -2.0146 -2.8273  0.9132
C: -0.5655 -2.8746 -3.9618  -0.6749
C: -1.8432 -3.2711 -4.5282  -0.5337
C: -3.0303 -2.8854 -3.8381  -0.7386
C: -2.9149 -2.2084 -2.5897  -0.9314
C: -1.7099 -1.7246 -2.1157  1.2204
C: -0.7225 0.3129 0.5865  0.5459
C: 0.3421 0.9557 1.5064  -0.6468
C: 0.0375 1.0680 2.9586  -0.1935
C: 0.4146 2.3279 3.5831  -0.9279
C: 0.4545 2.3141 5.1625  -0.8550
N: 1.6856 1.6633 5.4157  -0.5712
C: 1.0968 0.1102 2.4884  1.5723
C: 0.7172 -1.4101 2.6011  -1.4620
C: 2.5289 0.4042 2.5809  -1.5658
H: -3.8598 1.2823 1.4261  0.4971
H: -3.0750 0.5052 2.6784  0.2832
H: -2.4148 2.0665 2.2052  0.2420
H: -3.6438 -0.6446 -0.4771  0.2297
H: 1.5725 -0.2943 -0.8809  0.6318
H: 1.5677 -1.6857 -3.0418  0.2725
H: 0.3752 -3.0536 -4.4566  0.3627
H: -1.8098 -3.7122 -5.5958  0.2673
H: -3.9852 -3.1641 -4.1654  0.4497
H: -3.8093 -1.9672 -2.1988  0.4107
H: 0.7212 1.8940 1.0570  0.3251
H: -0.8493 0.7090 3.4338  0.7954
H: -0.2961 3.1164 3.3499  0.4334
H: 1.3106 2.8325 3.2371  0.3658
H: 0.3445 3.2388 5.5900  0.4046
H: -0.4207 1.6844 5.6194  0.2598
H: 1.6069 0.6960 5.4647  0.2831
H: 2.5151 2.0353 5.0599  0.2621
H: 0.2493 -1.9091 1.7250  0.2952
H: 0.1371 -1.6911 3.4767  0.3020
H: 1.6915 -1.9706 2.5758  0.3788
H: 2.8087 0.2289 3.6578  0.3435
H: 2.7608 1.4718 2.3925  0.3134
H: 3.1252 -0.4765 2.1895  0.3655

Summary:
electronic energy	-885.91965	Eh
lowest unoccupied orbital energy	0.73	eV
relative energy (zero: lowest compared OMol25 entry of this formula, charge and spin)	81.63	kcal/mol